Formula: C4H11NO
Source: OMol25
Level of theory: ωB97M-V with the def2-TZVPD basis set

CARTESIAN COORDINATES (ANGSTROEM)
1 C -1.398 -0.732 -0.790
2 C -0.330 0.346 -1.029
3 C -0.014 1.077 0.373
4 C 0.321 -0.046 1.327
5 O 1.015 0.512 2.323
6 N 1.027 -0.455 -1.437
7 H -2.151 -0.512 -0.170
8 H -0.951 -1.707 -0.241
9 H -1.896 -1.090 -1.760
10 H -0.435 1.009 -1.915
11 H 0.603 1.999 0.129
12 H -0.952 1.676 0.859
13 H -0.640 -0.568 1.584
14 H 0.859 -0.947 0.896
15 H 1.863 0.248 2.458
16 H 1.694 0.061 -1.983
17 H 1.383 -0.869 -0.625

Relative energy (zero: lowest compared OMol25 entry of this formula, charge and spin)   3.886 eV
Strongest force on any atom   5.7 eV Å⁻¹
Gap between HOMO and LUMO (spin up / spin down)   11.253 / 5.845 eV
Net charge   +1
LUMO (spin up / spin down)   -3.35 / -8.73 eV
2S+1   2

=====

Formula: C25H64O13V
Source: OMol25
Level of theory: ωB97M-V with the def2-TZVPD basis set

CARTESIAN COORDINATES (ANGSTROEM)
1 O 0.379 -20.381 -8.647
2 V 1.870 -19.796 -9.036
3 O 1.733 -18.720 -10.190
4 C 4.159 -20.645 -7.940
5 O 3.024 -21.019 -7.453
6 O 5.254 -20.946 -7.358
7 O 4.159 -19.872 -8.969
8 C -2.982 -20.797 -6.801
9 C -3.924 -19.653 -6.482
10 C -4.906 -19.351 -7.620
11 O -4.683 -19.937 -5.311
12 H -2.390 -20.993 -5.909
13 H -2.373 -20.593 -7.685
14 H -3.502 -21.732 -7.052
15 H -3.307 -18.766 -6.325
16 H -5.509 -18.458 -7.455
17 H -5.584 -20.199 -7.750
18 H -4.380 -19.194 -8.568
19 H -5.123 -20.782 -5.445
20 C 5.302 -16.632 -14.294
21 C 3.932 -17.296 -14.374
22 C 3.156 -17.158 -13.063
23 O 3.167 -16.649 -15.390
24 H 5.293 -15.542 -14.253
25 H 5.992 -16.918 -15.093
26 H 5.820 -16.917 -13.370
27 H 4.060 -18.375 -14.514
28 H 3.185 -16.119 -12.733
29 H 3.588 -17.807 -12.301
30 H 2.118 -17.479 -13.147
31 H 3.447 -16.976 -16.251
32 C -0.228 -23.033 -6.205
33 C 0.281 -24.468 -6.345
34 C -0.872 -25.473 -6.252
35 O 0.996 -24.604 -7.551
36 H 0.603 -22.347 -6.022
37 H -0.880 -22.932 -5.333
38 H -0.714 -22.672 -7.114
39 H 0.968 -24.630 -5.513
40 H -1.143 -25.602 -5.198
41 H -0.612 -26.452 -6.655
42 H -1.801 -25.149 -6.730
43 H 0.487 -24.148 -8.238
44 C -1.654 -22.530 -11.600
45 C -1.538 -22.854 -10.123
46 C -2.585 -23.917 -9.760
47 O -0.243 -23.395 -9.834
48 H -1.435 -23.406 -12.217
49 H -1.060 -21.660 -11.876
50 H -2.694 -22.281 -11.838
51 H -1.706 -21.953 -9.539
52 H -2.514 -24.133 -8.694
53 H -2.480 -24.830 -10.350
54 H -3.599 -23.571 -9.977
55 H -0.074 -24.133 -10.434
56 C -2.435 -16.047 -7.738
57 C -1.473 -15.781 -8.883
58 C -0.777 -14.438 -8.812
59 O -0.479 -16.802 -8.847
60 H -3.178 -15.250 -7.647
61 H -1.901 -16.150 -6.792
62 H -3.004 -16.965 -7.895
63 H -2.029 -15.880 -9.821
64 H -0.163 -14.317 -7.915
65 H -1.381 -13.542 -8.961
66 H -0.011 -14.424 -9.597
67 H -0.195 -17.000 -9.758
68 C -2.188 -18.771 -10.969
69 C -1.323 -18.296 -12.130
70 C -2.192 -17.905 -13.302
71 O -0.613 -17.133 -11.649
72 H -2.906 -18.038 -10.599
73 H -1.630 -19.208 -10.136
74 H -2.793 -19.608 -11.340
75 H -0.635 -19.110 -12.377
76 H -1.629 -17.790 -14.232
77 H -2.747 -16.996 -13.071
78 H -2.918 -18.697 -13.503
79 H -0.209 -16.741 -12.433
80 C 1.601 -16.899 -5.440
81 C 1.558 -18.266 -6.129
82 C 0.233 -18.950 -5.865
83 O 1.653 -18.032 -7.561
84 H 2.619 -16.508 -5.410
85 H 1.194 -16.900 -4.430
86 H 1.006 -16.217 -6.056
87 H 2.450 -18.838 -5.886
88 H 0.069 -19.018 -4.784
89 H 0.146 -19.931 -6.332
90 H -0.622 -18.402 -6.271
91 H 1.002 -17.353 -7.814
92 C 2.658 -20.680 -12.518
93 C 2.022 -21.905 -11.894
94 C 2.890 -23.157 -11.981
95 O 1.870 -21.632 -10.489
96 H 1.995 -19.817 -12.517
97 H 3.018 -20.906 -13.525
98 H 3.537 -20.369 -11.947
99 H 1.027 -22.064 -12.321
100 H 3.885 -22.860 -11.650
101 H 2.941 -23.577 -12.991
102 H 2.516 -23.958 -11.341
103 H 1.344 -22.367 -10.129

Relative energy (zero: lowest compared OMol25 entry of this formula, charge and spin)   0.946 eV
Strongest force on any atom   4.3 eV Å⁻¹
Gap between HOMO and LUMO   5.695 eV
Net charge   -1
LUMO   2.10 eV

=====

Formula: CH2INS
Source: OMol25
Level of theory: ωB97M-V with the def2-TZVPD basis set

CARTESIAN COORDINATES (ANGSTROEM)
1 S 1.845 0.119 0.912
2 C 0.787 -0.522 -0.076
3 N -0.710 0.389 -0.622
4 I -2.150 0.076 0.851
5 H 0.667 -1.494 -0.424
6 H -0.440 1.433 -0.640

Relative energy (zero: lowest compared OMol25 entry of this formula, charge and spin)   2.338 eV
Strongest force on any atom   5.1 eV Å⁻¹
Gap between HOMO and LUMO   7.892 eV
Net charge   0
LUMO   -0.95 eV

=====

Formula: C2H10InN2
Source: OMol25
Level of theory: ωB97M-V with the def2-TZVPD basis set

CARTESIAN COORDINATES (ANGSTROEM)
1 C -0.973 0.052 -1.723
2 N -0.521 -1.094 -0.844
3 C -0.831 -0.858 0.626
4 In 1.144 -0.072 1.530
5 N 1.590 1.874 0.750
6 H -0.002 0.711 -1.941
7 H -1.338 -0.315 -2.786
8 H -1.796 0.738 -1.249
9 H -0.854 -2.024 -1.180
10 H -1.063 -1.869 1.213
11 H -1.684 -0.079 0.817
12 H 2.501 -1.230 1.124
13 H 0.859 0.043 3.324
14 H 0.707 2.334 0.408
15 H 2.261 1.789 -0.068

Strongest force on any atom   2.5 eV Å⁻¹
Gap between HOMO and LUMO   6.709 eV
Net charge   -1
LUMO   3.59 eV

=====

Formula: C33H88O11
Source: OMol25
Level of theory: ωB97M-V with the def2-TZVPD basis set

CARTESIAN COORDINATES (ANGSTROEM)
1 C -0.116 -5.654 6.923
2 C 0.130 -4.173 6.854
3 C -0.955 -3.505 6.050
4 O 0.143 -3.612 8.129
5 H -0.366 -6.088 5.955
6 H -0.912 -5.932 7.614
7 H 0.677 -6.298 7.302
8 H 1.051 -3.985 6.302
9 H -1.132 -2.447 6.242
10 H -1.880 -3.900 6.469
11 H -0.834 -3.675 4.980
12 H 0.570 -2.752 8.104
13 C -6.560 -3.841 3.063
14 C -7.369 -4.343 4.215
15 C -8.859 -3.920 4.147
16 O -7.332 -5.696 4.266
17 H -6.588 -2.753 3.123
18 H -6.996 -4.076 2.092
19 H -5.529 -4.191 3.005
20 H -7.034 -3.814 5.108
21 H -9.423 -4.438 4.922
22 H -9.312 -4.269 3.219
23 H -8.958 -2.837 4.230
24 H -6.964 -6.065 3.460
25 C -6.083 -3.811 -5.359
26 C -7.158 -4.857 -4.929
27 C -8.152 -4.302 -3.951
28 O -7.893 -5.192 -6.083
29 H -5.438 -4.298 -6.090
30 H -5.525 -3.296 -4.577
31 H -6.580 -3.046 -5.955
32 H -6.660 -5.760 -4.575
33 H -8.673 -5.106 -3.430
34 H -8.982 -3.744 -4.383
35 H -7.713 -3.739 -3.128
36 H -7.972 -4.436 -6.670
37 C 1.665 6.838 -5.153
38 C 1.825 5.393 -5.755
39 C 0.515 4.717 -6.138
40 O 2.645 5.490 -6.931
41 H 2.632 7.340 -5.176
42 H 1.343 6.770 -4.114
43 H 0.928 7.511 -5.590
44 H 2.343 4.809 -4.993
45 H 0.387 4.498 -7.198
46 H -0.314 5.378 -5.884
47 H 0.315 3.871 -5.480
48 H 2.128 5.992 -7.565
49 C 5.912 0.904 3.179
50 C 4.990 0.040 4.051
51 C 5.707 -0.572 5.256
52 O 3.942 0.871 4.478
53 H 6.430 1.731 3.663
54 H 5.358 1.347 2.352
55 H 6.721 0.339 2.716
56 H 4.530 -0.726 3.427
57 H 6.551 -1.161 4.897
58 H 5.100 -1.327 5.757
59 H 6.141 0.155 5.942
60 H 3.319 1.046 3.769
61 C -3.935 6.263 -0.927
62 C -2.796 7.043 -0.256
63 C -3.261 7.785 1.000
64 O -1.781 6.130 0.073
65 H -3.622 5.868 -1.893
66 H -4.835 6.856 -1.090
67 H -4.194 5.385 -0.336
68 H -2.357 7.757 -0.953
69 H -4.112 8.434 0.799
70 H -2.430 8.390 1.363
71 H -3.465 7.122 1.842
72 H -1.140 6.647 0.566
73 C 9.053 -2.802 -5.955
74 C 7.570 -2.985 -5.550
75 C 6.839 -1.755 -5.074
76 O 6.847 -3.522 -6.666
77 H 8.994 -1.962 -6.648
78 H 9.333 -3.673 -6.547
79 H 9.794 -2.501 -5.215
80 H 7.532 -3.708 -4.735
81 H 5.851 -2.159 -4.854
82 H 6.819 -0.950 -5.808
83 H 7.231 -1.297 -4.166
84 H 6.968 -3.047 -7.492
85 C -1.491 -0.237 -0.411
86 C -0.015 -0.061 -0.026
87 C 0.872 -0.044 -1.310
88 O 0.202 1.146 0.753
89 H -1.848 0.625 -0.975
90 H -2.123 -0.273 0.477
91 H -1.605 -1.178 -0.949
92 H 0.245 -0.932 0.576
93 H 1.924 0.060 -1.044
94 H 0.676 0.757 -2.022
95 H 0.676 -0.986 -1.822
96 H -0.180 1.903 0.303
97 C 7.688 4.228 -2.973
98 C 7.848 5.759 -3.281
99 C 7.036 6.580 -2.228
100 O 9.210 6.166 -3.294
101 H 6.699 3.844 -2.724
102 H 8.453 3.834 -2.304
103 H 7.851 3.686 -3.905
104 H 7.372 5.956 -4.241
105 H 5.993 6.264 -2.206
106 H 7.059 7.665 -2.327
107 H 7.399 6.387 -1.218
108 H 9.319 7.027 -3.706
109 C 3.406 -5.312 -0.252
110 C 2.549 -6.570 -0.524
111 C 2.103 -7.169 0.820
112 O 1.351 -6.133 -1.198
113 H 3.535 -4.718 -1.157
114 H 4.381 -5.581 0.154
115 H 2.897 -4.739 0.523
116 H 3.062 -7.314 -1.134
117 H 1.696 -8.158 0.607
118 H 1.457 -6.408 1.256
119 H 2.964 -7.334 1.467
120 H 1.608 -5.951 -2.105
121 C -7.531 2.615 5.521
122 C -6.052 3.011 5.767
123 C -5.211 3.139 4.540
124 O -5.938 4.276 6.362
125 H -7.921 3.177 4.672
126 H -8.169 2.740 6.396
127 H -7.684 1.610 5.127
128 H -5.599 2.327 6.485
129 H -5.627 3.916 3.899
130 H -5.410 2.260 3.926
131 H -4.160 3.227 4.816
132 H -5.602 4.196 7.258

Relative energy (zero: lowest compared OMol25 entry of this formula, charge and spin)   5.186 eV
Strongest force on any atom   2.9 eV Å⁻¹
Gap between HOMO and LUMO   10.108 eV
Net charge   0
LUMO   0.13 eV

=====

Formula: C5H6N2O2
Source: OMol25
Level of theory: ωB97M-V with the def2-TZVPD basis set

CARTESIAN COORDINATES (ANGSTROEM)
1 O 2.832 1.856 -0.396
2 N 1.687 1.633 -0.088
3 C 0.668 1.120 0.214
4 C -0.738 1.134 0.439
5 C -1.284 0.125 -0.550
6 C -0.761 -1.286 -0.042
7 C 0.640 -1.131 0.109
8 N 1.679 -1.634 0.187
9 O 2.857 -1.865 0.108
10 H -0.789 0.685 1.516
11 H -1.226 2.081 0.426
12 H -0.910 0.550 -1.464
13 H -2.346 0.250 -0.645
14 H -1.029 -2.110 -0.679
15 H -1.280 -1.407 0.865

Relative energy (zero: lowest compared OMol25 entry of this formula, charge and spin)   6.892 eV
Strongest force on any atom   4.1 eV Å⁻¹
Gap between HOMO and LUMO   8.693 eV
Net charge   0
LUMO   0.13 eV

=====

Formula: C3H6N4O2
Source: OMol25
Level of theory: ωB97M-V with the def2-TZVPD basis set

CARTESIAN COORDINATES (ANGSTROEM)
1 C -0.047 -2.273 0.239
2 C 0.288 0.650 -0.395
3 C 1.390 1.505 0.221
4 N 0.716 -1.617 -0.529
5 N 1.070 -0.568 -0.919
6 N -0.688 0.250 0.483
7 N -1.957 0.350 0.101
8 O -2.755 -0.314 0.732
9 O -2.261 1.103 -0.816
10 H -0.828 -2.895 -0.166
11 H 0.247 -2.431 1.264
12 H -0.094 1.092 -1.330
13 H 2.248 1.557 -0.443
14 H 1.678 1.088 1.182
15 H 0.992 2.504 0.376

Relative energy (zero: lowest compared OMol25 entry of this formula, charge and spin)   7.720 eV
Strongest force on any atom   1.9 eV Å⁻¹
Gap between HOMO and LUMO (spin up / spin down)   8.136 / 8.135 eV
Net charge   0
LUMO (spin up / spin down)   -1.14 / -1.14 eV

=====

Formula: C10H32AgO10
Source: OMol25
Level of theory: ωB97M-V with the def2-TZVPD basis set

CARTESIAN COORDINATES (ANGSTROEM)
1 Ag -0.077 0.383 0.316
2 C -3.439 -0.315 0.784
3 O -2.375 0.461 1.366
4 H -3.936 0.120 -0.089
5 H -3.024 -1.251 0.408
6 H -4.174 -0.519 1.565
7 H -2.791 1.297 1.610
8 C 2.591 -1.445 -1.772
9 O 2.245 -0.830 -0.526
10 H 1.763 -1.318 -2.464
11 H 3.501 -1.015 -2.195
12 H 2.759 -2.518 -1.620
13 H 3.018 -0.896 0.042
14 C -1.467 -2.106 3.376
15 C -0.438 -2.153 2.265
16 O 0.425 -1.016 2.247
17 O -0.791 -2.283 4.648
18 H -2.085 -2.999 3.241
19 H -2.075 -1.206 3.433
20 H -0.988 -2.216 1.313
21 H 0.095 -3.106 2.298
22 H 0.974 -1.148 3.033
23 H -0.689 -1.412 5.045
24 C 0.015 2.842 -1.992
25 C 0.137 2.333 -3.419
26 O 0.626 1.024 -3.480
27 O -0.936 2.065 -1.269
28 H -0.220 3.910 -2.018
29 H 1.011 2.801 -1.540
30 H 0.724 3.002 -4.045
31 H -0.882 2.404 -3.840
32 H 0.067 0.459 -2.928
33 H -1.725 2.612 -1.194
34 C -1.118 -1.782 -2.904
35 C -1.245 -3.103 -2.186
36 O -2.592 -3.207 -1.725
37 O -1.161 -0.725 -1.921
38 H -1.992 -1.674 -3.547
39 H -0.213 -1.689 -3.499
40 H -0.549 -3.127 -1.342
41 H -1.061 -3.947 -2.855
42 H -2.659 -3.949 -1.118
43 H -1.868 -0.115 -2.145
44 C 3.065 2.559 2.692
45 C 2.749 2.484 1.206
46 O 1.370 2.151 1.004
47 O 2.454 3.746 3.194
48 H 4.144 2.654 2.839
49 H 2.664 1.643 3.136
50 H 3.287 1.667 0.719
51 H 3.026 3.409 0.696
52 H 0.831 2.892 1.315
53 H 3.028 4.154 3.844

Strongest force on any atom   1.8 eV Å⁻¹
Gap between HOMO and LUMO   10.167 eV
Net charge   +1
LUMO   -2.58 eV

=====

Formula: C44H24IrN11O2
Source: OMol25
Level of theory: ωB97M-V with the def2-TZVPD basis set

CARTESIAN COORDINATES (ANGSTROEM)
1 Ir -0.265 -0.052 -0.275
2 C 5.449 1.854 -2.970
3 C 5.448 0.551 -3.537
4 C 4.457 -0.351 -3.261
5 C 3.431 0.048 -2.384
6 C 2.251 -0.595 -1.922
7 N 1.926 -1.875 -2.177
8 C 0.951 -2.506 -1.638
9 C 0.558 -3.868 -1.966
10 C 1.050 -4.783 -2.887
11 C 0.388 -5.993 -2.996
12 C -0.726 -6.293 -2.197
13 C -1.199 -5.390 -1.265
14 C -0.536 -4.171 -1.162
15 C -0.801 -2.994 -0.353
16 N -1.846 -2.945 0.516
17 C -2.300 -1.862 1.043
18 N -1.954 -0.567 0.722
19 C -2.780 0.296 1.371
20 N -2.878 1.576 1.176
21 C -2.090 2.241 0.317
22 N -0.915 1.882 -0.181
23 C -0.573 2.769 -1.261
24 N 0.806 3.417 -1.370
25 C 2.234 1.433 -1.088
26 N 1.528 0.304 -1.174
27 C 3.426 1.346 -1.833
28 C 4.454 2.265 -2.128
29 C -1.656 3.810 -1.290
30 C -1.826 4.915 -2.096
31 C -2.968 5.680 -1.884
32 C -3.896 5.341 -0.897
33 C -3.707 4.229 -0.090
34 C -2.560 3.483 -0.299
35 C -3.722 -0.477 2.204
36 C -4.792 -0.080 2.978
37 C -5.551 -1.084 3.575
38 C -5.240 -2.428 3.389
39 C -4.167 -2.817 2.590
40 C -3.423 -1.816 2.003
41 N 0.081 -2.036 -0.620
42 H 6.256 2.532 -3.216
43 H 6.250 0.271 -4.208
44 H 4.445 -1.334 -3.714
45 H 1.916 -4.549 -3.490
46 H 0.733 -6.726 -3.714
47 H -1.219 -7.249 -2.315
48 H -2.049 -5.620 -0.636
49 H 4.441 3.264 -1.711
50 H -1.108 5.176 -2.863
51 H -3.145 6.552 -2.500
52 H -4.779 5.952 -0.769
53 H -4.416 3.952 0.678
54 H -5.033 0.967 3.100
55 H -6.406 -0.819 4.182
56 H -5.847 -3.183 3.871
57 H -3.927 -3.859 2.424
58 O 0.912 2.879 -2.737
59 C -0.185 2.097 -2.516
60 N 1.699 2.607 -0.540
61 C 1.361 2.749 0.780
62 O 0.810 3.722 1.232
63 C 1.662 1.561 1.668
64 C 2.482 1.747 2.764
65 C 2.599 0.738 3.706
66 C 1.864 -0.421 3.535
67 C 1.075 -0.548 2.411
68 N 0.973 0.411 1.481
69 C -0.675 0.920 -3.101
70 C -0.602 0.582 -4.457
71 C -1.352 -0.482 -4.909
72 C -2.125 -1.221 -4.010
73 C -2.041 -0.926 -2.665
74 N -1.325 0.102 -2.197
75 H 3.009 2.685 2.868
76 H 3.243 0.867 4.565
77 H 1.890 -1.216 4.266
78 H 0.494 -1.444 2.236
79 H 0.000 1.186 -5.121
80 H -1.348 -0.739 -5.959
81 H -2.749 -2.036 -4.345
82 H -2.550 -1.530 -1.923

Relative energy (zero: lowest compared OMol25 entry of this formula, charge and spin)   0.000 eV
Strongest force on any atom   1.7 eV Å⁻¹
Gap between HOMO and LUMO (spin up / spin down)   5.081 / 5.081 eV
Net charge   +1
LUMO (spin up / spin down)   -4.13 / -4.12 eV
2S+1   2

=====

Formula: C2H3N3O2
Source: OMol25
Level of theory: ωB97M-V with the def2-TZVPD basis set

CARTESIAN COORDINATES (ANGSTROEM)
1 C -0.166 -0.156 0.942
2 C 0.277 -0.664 -1.253
3 N 0.360 -0.982 -0.042
4 N -0.395 0.976 -1.059
5 N -0.585 1.197 0.109
6 O 0.435 -0.972 -2.375
7 O 0.556 -0.156 2.175
8 H -1.199 -0.431 1.228
9 H -0.717 1.702 -1.704
10 H 1.434 -0.516 1.979

Relative energy (zero: lowest compared OMol25 entry of this formula, charge and spin)   2.938 eV
Strongest force on any atom   2.3 eV Å⁻¹
Gap between HOMO and LUMO   9.339 eV
Net charge   0
LUMO   -0.50 eV

=====

Formula: CH4NOP
Source: OMol25
Level of theory: ωB97M-V with the def2-TZVPD basis set

CARTESIAN COORDINATES (ANGSTROEM)
1 O 2.624 0.502 0.410
2 N 2.191 -0.576 0.095
3 C 0.829 -0.608 -0.180
4 P 0.243 1.196 -0.321
5 H 0.200 -1.121 0.626
6 H 0.787 -1.066 -1.201
7 H 0.199 1.636 0.970
8 H -1.146 0.770 -0.682

Relative energy (zero: lowest compared OMol25 entry of this formula, charge and spin)   3.977 eV
Strongest force on any atom   3.1 eV Å⁻¹
Gap between HOMO and LUMO   8.884 eV
Net charge   0
LUMO   -0.22 eV